# 1
{"formula": "C4H3NO2", "method": "ωB97M-V with the def2-TZVPD basis set", "symbols": ["C", "C", "C", "O", "N", "C", "O", "H", "H", "H"], "xyz": [[1.30122, 1.79393, 1.65782], [1.12197, 0.93536, 0.81797], [0.79291, -0.14355, -0.15775], [1.59935, -0.60605, -0.89773], [-0.57503, -0.46117, -0.16698], [-1.34340, -1.23403, -1.10846], [-0.89973, -2.01145, -1.89618], [1.61986, 2.62607, 2.33655], [-1.13955, 0.18156, 0.35457], [-2.47760, -1.08067, -0.93981]], "smiles": "C#CC(=O)NC=O", "e_homo_ev": -10.5, "homo_lumo_gap_ev": 10.660, "relative_energy_kcal_mol": 51.44, "e_lumo_ev": 0.15, "e_tot_ev": -9779.45582, "fmax_ev_per_a": 1.896}


# 2
{"formula": "C4H3NO2", "method": "ωB97M-V with the def2-TZVPD basis set", "symbols": ["N", "C", "C", "O", "C", "C", "O", "H", "H", "H"], "xyz": [[-3.07552, -1.00026, -0.01356], [-2.05502, -0.49560, -0.02298], [-0.52962, 0.27429, 0.00225], [-0.51396, 1.59236, 0.11676], [0.49731, -0.57442, -0.09054], [1.89501, -0.15637, -0.03784], [2.82807, -0.91888, -0.02734], [-1.38734, 1.97283, 0.25494], [0.30639, -1.63305, -0.18182], [2.03468, 0.93909, 0.00013]], "smiles": "N#C/C(O)=C/C=O", "e_homo_ev": -10.4, "homo_lumo_gap_ev": 10.004, "relative_energy_kcal_mol": 55.10, "e_lumo_ev": -0.37, "e_tot_ev": -9779.29745, "fmax_ev_per_a": 5.564}


# 3
{"formula": "C4H3NO2", "method": "ωB97M-V with the def2-TZVPD basis set", "symbols": ["O", "C", "C", "C", "C", "O", "N", "H", "H", "H"], "xyz": [[-2.29661, 0.93122, -0.34086], [-1.65747, -0.00122, -0.77375], [-0.24045, -0.21119, -0.44677], [0.35396, 0.62273, 0.51300], [1.49191, -0.01581, 0.80287], [1.61181, -1.13664, 0.07530], [0.50348, -1.24285, -0.78220], [-2.05936, -0.79440, -1.39964], [0.02177, 1.57506, 0.86942], [2.27097, 0.27309, 1.48263]], "smiles": "O=Cc1ccon1", "e_homo_ev": -10.5, "homo_lumo_gap_ev": 10.350, "relative_energy_kcal_mol": 53.75, "e_lumo_ev": -0.19, "e_tot_ev": -9779.35600, "fmax_ev_per_a": 1.299}


# 4
{"formula": "C4H3NO2", "method": "ωB97M-V with the def2-TZVPD basis set", "symbols": ["O", "C", "C", "C", "C", "O", "N", "H", "H", "H"], "xyz": [[-0.76696, -0.28519, -2.53148], [-0.37337, 0.56586, -1.77081], [-0.01084, 0.29525, -0.35569], [0.16667, -0.92556, 0.35935], [0.30053, -0.50260, 1.63573], [0.24275, 0.83821, 1.69584], [0.05258, 1.33355, 0.44373], [-0.29449, 1.63263, -2.05640], [0.26731, -1.93673, 0.00032], [0.41580, -1.01543, 2.57940]], "smiles": "O=Cc1ccon1", "e_homo_ev": -10.5, "homo_lumo_gap_ev": 10.672, "relative_energy_kcal_mol": 48.38, "e_lumo_ev": 0.16, "e_tot_ev": -9779.58868, "fmax_ev_per_a": 0.544}


# 5
{"formula": "C4H3NO2", "method": "ωB97M-V with the def2-TZVPD basis set", "symbols": ["O", "C", "C", "N", "C", "C", "O", "H", "H", "H"], "xyz": [[2.64080, 0.94975, 0.33301], [2.01588, 0.03580, -0.14674], [0.54232, -0.09467, -0.06403], [-0.12882, -1.04981, -0.62334], [-1.41560, -0.89491, -0.15652], [-1.46124, 0.36564, 0.48443], [-0.18182, 0.83250, 0.61270], [2.47652, -0.80321, -0.70397], [-2.26854, -0.25179, -0.79021], [-2.21949, 0.91070, 1.05466]], "smiles": "O=Cc1ncco1", "e_homo_ev": -9.8, "homo_lumo_gap_ev": 9.249, "relative_energy_kcal_mol": 86.72, "e_lumo_ev": -0.54, "e_tot_ev": -9777.92628, "fmax_ev_per_a": 5.922}


# 6
{"formula": "C4H3NO2S", "method": "ωB97M-V with the def2-TZVPD basis set", "symbols": ["O", "C", "O", "N", "C", "C", "C", "S", "H", "H", "H"], "xyz": [[2.53782, -1.68220, 0.76739], [1.59940, -0.94754, 0.53357], [1.67636, 0.16374, -0.29183], [0.87434, 0.01913, -1.51114], [-0.32735, 0.42757, -1.26980], [-1.03250, 0.84904, -0.08919], [-1.00546, 0.07881, 1.00684], [0.11509, -1.26696, 1.37124], [-0.94676, 0.37565, -2.21914], [-1.73483, 1.71946, -0.12903], [-1.75611, 0.26327, 1.83109]], "smiles": "O=C1ON=CC=CS1", "e_homo_ev": -9.8, "homo_lumo_gap_ev": 9.734, "relative_energy_kcal_mol": 70.99, "e_lumo_ev": -0.10, "e_tot_ev": -20613.97670, "fmax_ev_per_a": 2.970}


# 7
{"formula": "C4H3NO3", "method": "ωB97M-V with the def2-TZVPD basis set", "symbols": ["O", "C", "C", "C", "C", "O", "N", "O", "H", "H", "H"], "xyz": [[-0.78903, 1.34036, 1.83816], [-0.42256, 0.74549, 0.81496], [-0.83971, 1.12975, -0.51420], [-0.33549, 0.22569, -1.39817], [0.39296, -0.74755, -0.62239], [1.09511, -1.63195, -1.08846], [0.25671, -0.45901, 0.74058], [0.87585, -1.15615, 1.82712], [-1.44633, 2.00962, -0.71142], [-0.47772, 0.14972, -2.46231], [1.69022, -1.60597, 1.57612]], "smiles": "O=C1C=CC(=O)N1O", "e_homo_ev": -10.4, "homo_lumo_gap_ev": 9.188, "relative_energy_kcal_mol": 63.81, "e_lumo_ev": -1.18, "e_tot_ev": -11826.76634, "fmax_ev_per_a": 5.206}


# 8
{"formula": "C4H3NO3", "method": "ωB97M-V with the def2-TZVPD basis set", "symbols": ["O", "C", "N", "C", "O", "C", "C", "O", "H", "H", "H"], "xyz": [[2.07466, 0.66429, -1.23254], [0.98042, 0.51720, -0.52512], [0.81184, 0.51395, 0.83841], [-0.31775, -0.26752, 1.00066], [-0.42917, -0.55104, 2.32851], [-1.39028, -0.65342, 0.15286], [-1.26134, -0.32699, -1.13143], [-0.21012, 0.37291, -1.53070], [-1.07271, -1.32969, 2.15321], [-2.18309, -1.11275, 0.44822], [-1.97635, -0.66000, -1.97434]], "smiles": "O=c1nc(O)cco1", "e_homo_ev": -10.1, "homo_lumo_gap_ev": 9.548, "relative_energy_kcal_mol": 68.12, "e_lumo_ev": -0.51, "e_tot_ev": -11826.57934, "fmax_ev_per_a": 8.217}


# 9
{"formula": "C4H3NO3", "method": "ωB97M-V with the def2-TZVPD basis set", "symbols": ["O", "C", "C", "N", "O", "C", "C", "O", "H", "H", "H"], "xyz": [[-2.54868, -0.00188, -0.14552], [-1.72489, -0.93825, -0.04868], [-0.33277, -0.44092, 0.55340], [0.52881, -1.44729, 0.27430], [1.81372, -1.14471, -0.16317], [1.75021, 0.22135, -0.18279], [0.46605, 0.66837, 0.12624], [0.16231, 2.06318, 0.03433], [-2.15399, -1.91701, -0.53819], [2.78103, 0.71495, -0.16628], [-0.74180, 2.22221, 0.25637]], "smiles": "O=Cc1nocc1O", "e_homo_ev": -9.5, "homo_lumo_gap_ev": 9.259, "relative_energy_kcal_mol": 123.42, "e_lumo_ev": -0.23, "e_tot_ev": -11824.18140, "fmax_ev_per_a": 5.934}


# 10
{"formula": "C4H3NO3", "method": "ωB97M-V with the def2-TZVPD basis set", "symbols": ["C", "C", "C", "C", "H", "H", "H", "N", "O", "O", "O"], "xyz": [[1.05800, 0.51688, 0.43759], [-0.25011, -1.17155, -0.14951], [-1.49290, 0.14917, -1.01276], [0.00705, 0.15225, -0.33839], [2.62284, 1.13837, 1.52675], [-2.46389, 0.88743, -0.82424], [-1.61730, 0.24704, -2.06742], [0.39609, -1.64163, 0.96520], [1.81224, 1.52043, 0.96988], [1.37943, -0.64731, 1.20450], [-1.45144, -1.15106, -0.71161]], "e_homo_ev": -9.1, "homo_lumo_gap_ev": 9.572, "relative_energy_kcal_mol": 164.14, "e_lumo_ev": 0.47, "e_tot_ev": -11822.41575, "fmax_ev_per_a": 7.075}


# 11
{"formula": "C4H3NOS", "method": "ωB97M-V with the def2-TZVPD basis set", "symbols": ["C", "C", "C", "C", "N", "O", "S", "H", "H", "H"], "xyz": [[-0.44380, 0.91693, -0.92372], [-0.63726, 1.54537, 0.32562], [-0.71364, -0.31952, -1.35108], [2.35136, -1.18384, 1.26677], [1.35771, -1.74439, 1.14488], [-0.74783, -1.45240, -1.68934], [-1.15864, 0.59325, 1.57215], [-0.02261, 1.51918, -1.68406], [-0.60702, 2.59391, 0.50440], [0.62172, -2.46848, 0.83438]], "e_homo_ev": -8.9, "homo_lumo_gap_ev": 8.067, "relative_energy_kcal_mol": 52.49, "e_lumo_ev": -0.81, "e_tot_ev": -18565.97678, "fmax_ev_per_a": 5.178}


# 12
{"formula": "C4H3NOS2", "method": "ωB97M-V with the def2-TZVPD basis set", "symbols": ["S", "C", "C", "N", "O", "C", "C", "S", "H", "H", "H"], "xyz": [[1.45228, -1.97868, 0.06393], [1.19916, -0.37162, -0.17991], [1.80827, 0.95560, 0.10527], [0.97527, 1.86633, -0.06324], [-0.36047, 1.38878, -0.12301], [-0.23204, -0.08195, -0.26949], [-1.31129, -1.00468, -0.34187], [-2.88978, -0.45069, 0.09577], [2.85249, 1.00727, 0.53815], [-1.11748, -2.13276, -0.53891], [-2.37640, 0.80241, 0.71331]], "smiles": "S=C1C=NO/C1=C\\S", "e_homo_ev": -8.3, "homo_lumo_gap_ev": 6.517, "relative_energy_kcal_mol": 95.46, "e_lumo_ev": -1.80, "e_tot_ev": -29400.19180, "fmax_ev_per_a": 4.146}


# 13
{"formula": "C4H3NS", "method": "ωB97M-V with the def2-TZVPD basis set", "symbols": ["C", "C", "C", "C", "N", "S", "H", "H", "H"], "xyz": [[1.75339, 0.88506, 1.01579], [2.17109, 1.10882, 2.18488], [0.04141, -0.03172, -0.62455], [-1.26465, -0.55488, -0.30753], [0.97751, 0.31600, 0.16051], [0.92698, 0.09456, -2.05483], [-1.97197, 0.06106, -0.87171], [-1.28576, -0.21846, 0.78264], [-1.34799, -1.66043, -0.28520]], "e_homo_ev": [-9.0, -9.0], "homo_lumo_gap_ev": [6.480, 6.501], "relative_energy_kcal_mol": 125.85, "e_lumo_ev": [-2.48, -2.46], "e_tot_ev": -16514.79242, "fmax_ev_per_a": 3.342}


# 14
{"formula": "C4H3NS", "method": "ωB97M-V with the def2-TZVPD basis set", "symbols": ["C", "C", "C", "C", "N", "S", "H", "H", "H"], "xyz": [[-1.89957, -0.13910, 0.17506], [-0.48302, -0.03456, 0.00265], [0.71364, 0.18969, -0.12948], [2.05346, 0.20791, -0.32924], [3.05000, 0.79139, -0.72744], [3.38039, -0.65239, 0.38223], [-2.18379, 0.02726, -0.84434], [-2.34073, 0.79136, 0.75596], [-2.29037, -1.18156, 0.71460]], "smiles": "CC#CC1=NS1", "e_homo_ev": -8.4, "homo_lumo_gap_ev": 8.449, "relative_energy_kcal_mol": 67.98, "e_lumo_ev": 0.05, "e_tot_ev": -16517.30192, "fmax_ev_per_a": 4.155}


# 15
{"formula": "C4H3NS", "method": "ωB97M-V with the def2-TZVPD basis set", "symbols": ["S", "C", "C", "C", "N", "C", "H", "H", "H"], "xyz": [[-2.57858, -0.11286, -0.13066], [-0.95591, -0.16514, 0.18242], [-0.06931, 1.01096, 0.02388], [1.16089, 0.59509, -0.15710], [1.15509, -0.92779, -0.20013], [-0.06956, -1.28705, 0.15087], [-0.49849, 2.09408, 0.22121], [2.03880, 1.14220, -0.04848], [-0.18293, -2.34947, -0.04200]], "smiles": "S=C1C=CN=C1", "e_homo_ev": -9.4, "homo_lumo_gap_ev": 7.301, "relative_energy_kcal_mol": 24.55, "e_lumo_ev": -2.08, "e_tot_ev": -16519.18551, "fmax_ev_per_a": 4.652}


# 16
{"formula": "C4H3NS", "method": "ωB97M-V with the def2-TZVPD basis set", "symbols": ["C", "C", "C", "N", "C", "S", "H", "H", "H"], "xyz": [[-0.66792, 1.17687, 0.12019], [-0.10063, -0.03530, 0.06826], [-0.91185, -1.19822, 0.44884], [-1.61869, -2.08199, 0.68586], [1.24536, -0.24919, -0.42131], [1.96288, -1.70547, -0.64251], [-0.09053, 2.10245, -0.13521], [-1.64964, 1.32860, 0.51358], [1.83102, 0.66225, -0.63770]], "smiles": "C=C(C#N)C=S", "e_homo_ev": -9.3, "homo_lumo_gap_ev": 7.867, "relative_energy_kcal_mol": 3.62, "e_lumo_ev": -1.46, "e_tot_ev": -16520.09277, "fmax_ev_per_a": 1.711}


# 17
{"formula": "C4H3NS", "method": "ωB97M-V with the def2-TZVPD basis set", "symbols": ["N", "C", "C", "C", "C", "S", "H", "H", "H"], "xyz": [[2.07650, -1.76847, -0.48971], [1.08171, -1.36816, -0.10043], [0.01171, -0.72583, 0.49387], [-0.19397, 0.67740, -0.26611], [0.16813, 1.66787, -1.00468], [-1.41711, 1.93118, 0.02526], [0.54112, -0.48613, 1.42544], [-0.99005, -1.31010, 0.52989], [0.34003, 2.14969, -1.90702]], "smiles": "N#CCC1=CS1", "e_homo_ev": -8.2, "homo_lumo_gap_ev": 8.702, "relative_energy_kcal_mol": 53.67, "e_lumo_ev": 0.52, "e_tot_ev": -16517.92243, "fmax_ev_per_a": 3.752}


# 18
{"formula": "C4H3O2", "method": "ωB97M-V with the def2-TZVPD basis set", "symbols": ["C", "C", "C", "C", "O", "O", "H", "H", "H"], "xyz": [[0.00854, -0.79575, -0.22455], [0.50432, -0.12585, 0.82172], [-0.53547, -0.10464, -1.56684], [0.49206, 1.18685, 1.22056], [0.47633, 2.16395, 1.76051], [-1.06251, -0.72961, -2.41832], [-0.19701, -1.90533, 0.05252], [0.70404, -0.63958, 1.70742], [-0.39031, 0.94996, -1.35303]], "e_homo_ev": -15.8, "homo_lumo_gap_ev": 8.433, "relative_energy_kcal_mol": 20.59, "e_lumo_ev": -7.34, "total_charge": 1, "e_tot_ev": -8280.72339, "fmax_ev_per_a": 2.909}


# 19
{"formula": "C4H3O2Sr", "method": "ωB97M-V with the def2-TZVPD basis set", "symbols": ["C", "C", "C", "C", "H", "H", "O", "H", "O", "Sr"], "xyz": [[-2.18856, -0.23012, -0.09125], [-0.96311, -0.31126, -0.11092], [0.40294, -0.39309, -0.22120], [1.23256, 0.72603, -0.00911], [1.00322, -1.31037, 0.09144], [0.85234, 1.73922, -0.20069], [-3.45216, -0.15022, -0.18402], [-3.90018, -0.02759, 0.67023], [2.43484, 0.46865, 0.31481], [4.57811, -0.51124, -0.25928]], "e_homo_ev": [-15.7, -16.2], "homo_lumo_gap_ev": [6.338, 6.845], "relative_energy_kcal_mol": 0.00, "e_lumo_ev": [-9.36, -9.36], "multiplicity": 2, "total_charge": 2, "e_tot_ev": -9107.51973, "fmax_ev_per_a": 2.282}


# 20
{"formula": "C4H3O3", "method": "ωB97M-V with the def2-TZVPD basis set", "symbols": ["C", "C", "C", "C", "O", "O", "O", "H", "H", "H"], "xyz": [[1.11019, 0.44919, -0.71338], [0.31527, -0.11411, 0.16555], [-2.63243, 0.05696, -0.07680], [1.81144, -0.27098, 0.39659], [-3.00309, -0.95558, -0.52391], [-2.72408, 1.18868, 0.19490], [-0.77172, -0.46528, 0.69377], [1.28854, 1.06548, -1.56187], [2.30579, -1.23222, 0.21337], [2.30009, 0.27786, 1.21178]], "e_homo_ev": -3.1, "homo_lumo_gap_ev": 7.146, "relative_energy_kcal_mol": 18.64, "e_lumo_ev": 4.05, "total_charge": -1, "e_tot_ev": -10338.32545, "fmax_ev_per_a": 1.001}